Entry 1:
22
Properties=species:S:1:pos:R:3:forces:R:3:nbo_charge:R:1 method="wB97M-V/def2-TZVPD" charge=-1 gap_ev=6.12
O 2.517642 -1.502204 0.912943 -0.145 -0.021 -0.015 -0.96
N -0.063458 -0.064196 -0.029578 1.078 0.451 -0.294 -0.45
C 1.709571 -1.927986 -0.086308 0.647 1.141 -0.013 -0.02
C 0.933193 -0.796166 -0.852612 -0.647 -0.473 0.782 -0.25
C -0.865827 0.827421 -0.847667 -0.408 0.500 -0.188 -0.22
C 0.629610 0.711128 1.003201 -0.516 -0.215 0.717 -0.27
C -2.086200 0.118906 -1.410556 -0.194 0.172 -0.516 -0.61
C -0.320021 1.051963 2.173934 0.324 0.620 -0.077 -0.62
H 2.327153 -2.328570 -0.940375 -0.410 -0.635 0.064 0.07
H -2.802595 -0.167345 -0.648652 0.120 -0.311 0.296 0.20
H -0.224446 2.088068 2.518506 0.080 0.063 -0.151 0.18
H 1.106211 1.600932 0.567506 -0.031 0.163 0.001 0.14
H -1.368459 0.917634 1.908806 -0.027 -0.223 0.068 0.20
H 1.700598 -0.141105 -1.292859 -0.110 0.328 0.056 0.15
H -1.116019 1.723161 -0.271490 -0.440 -0.245 0.322 0.18
H -2.663702 0.706173 -2.136838 0.288 0.233 0.044 0.18
H 0.952955 -2.652508 0.278220 -0.127 -0.335 -0.419 0.09
H 0.335959 -1.235592 -1.653646 0.214 -0.245 -0.309 0.16
H -0.044762 0.448969 3.039502 -0.342 -0.250 -0.049 0.21
H -1.724681 -0.752203 -1.959135 -0.247 -0.213 0.180 0.21
H 1.404748 0.074372 1.420459 0.381 -0.120 -0.398 0.29
H -0.337469 1.299147 -1.693355 0.514 -0.387 -0.103 0.15



Entry 2:
22
Properties=species:S:1:pos:R:3:forces:R:3:nbo_charge:R:1 method="wB97M-V/def2-TZVPD" charge=-1 gap_ev=5.30
O 4.377860 -0.604707 1.014030 0.711 -0.973 0.084 -0.95
N 1.072246 0.428875 -0.145873 0.311 0.080 1.141 -0.64
C 3.499786 0.011392 0.264043 -0.428 0.894 -0.069 0.04
C 1.995549 -0.297508 0.743516 2.293 0.193 -1.577 -0.32
C -0.261210 0.683818 0.417582 1.623 -0.507 -0.713 -0.22
C -2.702634 -1.026770 0.151997 1.101 1.458 0.847 -0.62
C -1.209255 1.020021 -0.727013 -1.472 -1.321 0.492 -0.41
C -2.360276 -0.033405 -0.997245 -0.263 -1.288 0.292 -0.39
H 3.543932 -0.173026 -0.915210 -0.198 0.032 1.167 0.02
H -2.178526 -0.694881 -1.860739 0.183 0.731 -0.135 0.19
H -1.844238 -1.603403 0.501545 0.131 0.038 -0.278 0.21
H -3.292077 0.512440 -1.157211 0.065 0.010 -0.446 0.19
H -0.663432 1.043109 -1.672978 0.090 0.780 0.293 0.22
H 2.103446 -0.072343 1.813770 -0.945 0.236 -0.340 0.20
H -0.113135 1.544571 1.090213 -0.377 -0.359 -0.020 0.18
H -0.525216 -0.213254 0.993238 -0.518 0.441 0.168 0.17
H 1.951853 -1.379141 0.559596 -0.428 -0.096 0.574 0.15
H -3.481347 -1.765028 -0.009563 -0.449 0.405 -0.313 0.20
H -2.903922 -0.321247 0.977903 -0.507 -0.823 0.209 0.20
H -1.710481 1.949413 -0.442224 0.169 0.136 -0.683 0.20
H 1.073685 -0.150153 -0.973211 -0.574 0.155 -0.217 0.34
H 3.627391 1.141227 0.373834 -0.517 -0.223 -0.475 0.06



Entry 3:
22
Properties=species:S:1:pos:R:3:forces:R:3:lowdin_spin:R:1 method="wB97M-V/def2-TZVPD" spin_multiplicity=2 gap_ev="3.91 / 9.22" s2=0.753
O -1.121095 -2.379984 -2.400699 0.296 0.288 0.234 0.08
N 1.031758 -1.950121 -0.183471 0.105 0.103 -0.906 0.19
C -2.482124 2.531517 0.546374 -0.804 0.605 0.027 0.03
C 1.799982 -0.665475 -0.540022 0.376 -1.691 1.059 0.09
C -1.543290 1.833832 1.177534 0.342 0.283 -0.345 0.01
C 1.911656 0.225018 0.667858 0.105 0.769 0.434 0.04
C 0.569588 0.643007 1.237195 0.753 0.106 -0.406 0.04
C -0.266192 1.444737 0.576746 -1.301 -0.033 0.414 0.06
H 1.213735 -0.261381 -1.294325 -0.929 1.213 -1.322 0.01
H -1.695088 1.557365 2.215108 -0.036 -0.017 0.028 0.00
H -0.161999 1.796116 -0.443680 0.507 -0.175 -0.085 0.00
H 2.514181 -0.225677 1.447545 0.061 -0.385 0.089 0.02
H 0.196719 -1.971281 -0.775402 -0.491 0.048 0.159 0.04
H 0.335270 0.389606 2.266582 0.033 -0.150 -0.113 0.02
H 1.502563 -2.831686 -0.535478 0.409 0.065 0.557 0.16
H 2.477596 1.132465 0.404184 -0.131 -0.129 -0.242 0.01
H -1.167430 -2.810520 -3.260336 -0.126 -0.078 0.061 0.01
H 2.733154 -0.980159 -1.004414 0.185 0.048 0.341 0.03
H -1.980150 -2.462749 -1.974354 -0.129 -0.125 -0.156 0.02
H -3.375085 2.883290 1.050729 0.001 -0.316 0.273 0.00
H 0.727561 -2.007198 0.819923 0.141 -0.118 -0.073 0.13
H -2.481364 2.891582 -0.479265 0.634 -0.311 -0.027 0.00



Across the entries above, maximum force takes the values 1.312; 2.790; 2.030 eV/Å, respectively.
Across the entries above, energy above the lowest of the compared OMol25 structures with the same formula, charge and spin takes the values 23.1; 42.8; 56.5 kcal per mole, respectively.
Across the entries above, DFT total energy takes the values -9985.62401; -9984.76737; -9982.22196 eV, respectively.